[1]
{
  "formula": "C29H34F2N3O13P",
  "method": "wB97M-V/def2-TZVPD",
  "species": ["C", "C", "O", "C", "C", "O", "C", "C", "O", "C", "C", "C", "C", "O", "N", "O", "C", "C", "C", "C", "C", "N", "C", "C", "C", "O", "C", "C", "C", "P", "O", "C", "O", "C", "N", "C", "O", "F", "C", "O", "F", "C", "C", "O", "H", "H", "H", "H", "H", "H", "H", "H", "H", "H", "H", "H", "H", "H", "H", "H", "H", "H", "H", "H", "H", "H", "H", "H", "H", "H", "H", "H", "H", "H", "O", "C", "C", "O", "H", "H", "H", "H"],
  "coordinates": [[3.11864, 4.06286, 0.14590], [3.94346, 4.51618, -1.04934], [3.96300, 3.53533, -2.06535], [5.06074, 2.64863, -1.96625], [4.99431, 1.63895, -3.10884], [5.14279, 0.32053, -2.62388], [4.02678, -0.52374, -2.83148], [2.92089, -0.31590, -1.82725], [2.14434, 0.77932, -2.27463], [1.33963, 1.37134, -1.27310], [0.02258, 0.66155, -1.03842], [-0.65890, -0.02492, -2.03875], [-0.16206, -0.10517, -3.45361], [-0.03551, 1.22995, -3.99289], [0.85500, 1.24510, -5.02509], [0.95603, 2.31549, -5.49943], [-1.86246, -0.67399, -1.77156], [-2.45632, -0.66602, -0.51783], [-3.74632, -1.40324, -0.35427], [-4.74333, -1.17925, -1.49221], [-5.48886, 0.17306, -1.53404], [-4.98570, 1.17290, -0.57683], [-1.79539, 0.01682, 0.50255], [-0.55418, 0.67668, 0.24047], [0.11965, 1.33613, 1.35697], [0.81204, 2.34862, 1.27485], [-0.05500, 0.65879, 2.65045], [0.95501, 0.66150, 3.58745], [0.79917, 0.03370, 4.81427], [2.14267, 0.05299, 5.96969], [1.86944, 0.48875, 7.36178], [-0.42049, -0.60945, 5.09936], [-0.68381, -1.18854, 6.30374], [-1.42130, -0.63654, 4.16052], [-2.67229, -1.31457, 4.46179], [-2.66134, -2.73267, 4.45087], [-3.61467, -3.42260, 4.33074], [-1.41581, -3.23418, 4.54669], [-3.34609, -0.80315, 5.57470], [-3.97097, -1.39184, 6.39094], [-3.22893, 0.53670, 5.58309], [-1.25923, 0.00096, 2.92875], [-2.32336, 0.05064, 1.88710], [-3.49132, 0.14552, 2.21524], [3.27057, 4.71935, 1.00087], [2.06078, 4.05836, -0.10050], [3.39220, 3.05003, 0.43297], [3.49560, 5.40943, -1.48248], [4.96208, 4.75726, -0.73036], [5.99296, 3.22186, -1.98165], [5.01068, 2.08301, -1.03130], [5.81118, 1.83340, -3.80693], [4.04300, 1.78901, -3.61481], [4.35963, -1.55811, -2.83856], [3.59337, -0.32791, -3.81721], [2.30210, -1.22086, -1.82143], [3.32929, -0.13076, -0.83151], [1.17188, 2.40868, -1.55141], [1.89721, 1.37995, -0.33919], [-0.83905, -0.70160, -4.05851], [0.80808, -0.58703, -3.49651], [-2.32140, -1.22348, -2.57662], [-3.50573, -2.46840, -0.36935], [-4.23980, -1.17232, 0.58207], [-5.48975, -1.96630, -1.38711], [-4.27350, -1.35839, -2.45251], [-6.54494, 0.01257, -1.32730], [-5.41843, 0.55175, -2.55894], [-4.17227, 1.63142, -0.97102], [-5.68140, 1.90240, -0.47992], [1.88748, 1.16410, 3.36992], [2.70329, -1.24330, 5.93856], [3.08239, 0.87049, 5.31489], [0.07855, -1.66940, 6.63754], [0.18296, -5.88100, -2.91070], [-0.66617, -5.32096, -2.06583], [-1.55740, -4.10759, -2.72838], [-2.40441, -3.52638, -1.88150], [-0.21481, -4.81273, -1.17420], [-1.45494, -5.99602, -1.64669], [-2.02357, -4.58545, -3.62312], [-0.76022, -3.43830, -3.14412]],
  "charge": -2,
  "fmax_ev_per_a": 1.655,
  "orbital_gap_ev": 2.275,
  "molar_mass_g_mol": 701.6,
  "e_lumo_ha": 0.105
}

[2]
{
  "formula": "C29H35AlNO7",
  "method": "wB97M-V/def2-TZVPD",
  "species": ["C", "C", "C", "C", "C", "Al", "C", "O", "C", "N", "C", "C", "C", "C", "H", "H", "H", "H", "H", "H", "H", "H", "H", "H", "H", "H", "H", "H", "H", "H", "H", "H", "H", "H", "H", "H", "H", "C", "C", "C", "O", "C", "C", "C", "O", "H", "H", "H", "H", "C", "C", "C", "O", "C", "C", "C", "O", "H", "H", "H", "H", "C", "C", "C", "O", "C", "C", "C", "O", "H", "H", "H", "H"],
  "coordinates": [[4.44833, 0.86494, 2.23451], [3.33668, 0.16772, 1.68334], [2.05717, -0.57141, 0.97259], [1.99999, -0.07492, -0.59128], [0.81480, -0.99626, -1.32889], [-1.02669, -0.62307, -0.50427], [-2.09239, 0.46996, -1.93155], [-1.34206, 1.72204, -2.11502], [-2.16777, 2.89922, -1.73925], [-2.00337, -2.18364, 0.05545], [-3.49664, -2.05441, -0.15004], [-4.19640, -0.77837, 0.60396], [-5.13101, -1.19950, 1.91397], [-5.19784, 0.18597, 2.84803], [5.23362, 1.37908, 2.94358], [1.09175, -0.24265, 1.58087], [2.09190, -1.75564, 1.02718], [3.02737, -0.35366, -1.10926], [1.79316, 1.07391, -0.68195], [1.12944, -2.13270, -1.33864], [0.79833, -0.60210, -2.45525], [-0.82164, 0.40294, 0.72356], [-2.10481, -0.23136, -2.89139], [-3.16383, 0.75822, -1.55544], [-1.54632, 3.85332, -2.02344], [-3.11609, 2.86629, -2.43976], [-2.41317, 2.94834, -0.59542], [-1.76249, -2.50090, 1.02068], [-4.00361, -3.07084, 0.21610], [-3.73658, -2.00402, -1.31521], [-4.95599, -0.29354, -0.17247], [-3.45642, 0.04128, 0.99125], [-4.63142, -2.07640, 2.51072], [-6.23764, -1.47036, 1.55767], [-5.48339, 1.09787, 2.14878], [-5.88763, 0.06961, 3.78575], [-4.09214, 0.39490, 3.21129], [-2.93448, -5.79990, -0.98322], [-2.45254, -6.75097, -1.78914], [-2.91978, -8.14782, -1.69054], [-2.47777, -9.01936, -2.42644], [-3.94081, -8.45244, -0.66852], [-4.42275, -7.50136, 0.13740], [-3.95551, -6.10451, 0.03880], [-4.39752, -5.23297, 0.77470], [-2.60204, -4.77067, -1.04185], [-1.70389, -6.54336, -2.54428], [-4.27325, -9.48166, -0.60989], [-5.17140, -7.70897, 0.89254], [-1.78099, 8.98544, -0.53478], [-2.25032, 8.23637, -1.53725], [-1.54088, 7.02074, -1.98238], [-1.96868, 6.33563, -2.90115], [-0.29430, 6.66427, -1.27614], [0.17503, 7.41334, -0.27368], [-0.53441, 8.62897, 0.17145], [-0.10661, 9.31408, 1.09022], [-2.28863, 9.88045, -0.19638], [-3.16365, 8.48409, -2.06478], [0.21334, 5.76926, -1.61454], [1.08836, 7.16562, 0.25385], [10.31039, -0.27246, 0.29745], [10.45890, -0.84498, 1.49599], [9.32164, -0.97764, 2.42779], [9.45710, -1.49972, 3.52579], [8.01432, -0.45489, 1.98343], [7.86581, 0.11763, 0.78489], [9.00307, 0.25029, -0.14691], [8.86761, 0.77238, -1.24491], [11.13430, -0.16656, -0.39768], [11.41112, -1.23398, 1.83625], [7.19041, -0.56078, 2.67855], [6.91360, 0.50664, 0.44463]],
  "charge": -1,
  "fmax_ev_per_a": 9.646,
  "orbital_gap_ev": 4.362,
  "molar_mass_g_mol": 536.6,
  "e_lumo_ha": -0.001
}

[3]
{
  "formula": "C29H35As3F4LiN6S2",
  "method": "wB97M-V/def2-TZVPD",
  "species": ["Li", "S", "C", "C", "C", "C", "C", "C", "S", "H", "H", "H", "H", "C", "As", "C", "C", "C", "C", "C", "As", "C", "C", "C", "As", "C", "C", "H", "H", "H", "H", "H", "H", "H", "H", "H", "H", "H", "H", "H", "H", "H", "H", "H", "H", "H", "H", "H", "H", "H", "H", "H", "H", "H", "N", "N", "H", "H", "H", "H", "F", "C", "C", "F", "C", "C", "C", "F", "C", "C", "C", "N", "C", "N", "F", "C", "C", "N", "C", "N"],
  "coordinates": [[-3.20493, 1.47054, 2.66389], [-1.95075, 0.88923, 4.75372], [-2.08468, -0.75064, 4.90514], [-1.83240, -1.42942, 6.12628], [-1.97084, -2.78840, 6.27645], [-2.39437, -3.61030, 5.17843], [-2.60764, -3.00316, 3.96460], [-2.53930, -1.57502, 3.79726], [-2.96775, -0.91035, 2.29427], [-1.58131, -0.80943, 7.01731], [-1.77457, -3.23231, 7.25013], [-2.45185, -4.71634, 5.25900], [-2.92342, -3.61818, 3.13883], [0.06978, 0.32815, -3.44045], [0.40935, -0.04533, -1.50830], [-0.63352, -1.79995, -1.35707], [2.23237, -0.77783, -2.13480], [3.30737, -1.14201, -1.07375], [4.68395, -0.80970, -1.70009], [3.20318, -0.40800, 0.31378], [1.75472, -1.15210, 1.51358], [2.99712, -1.60528, 3.03550], [1.11599, 0.61035, 2.12672], [3.30420, -2.74018, -0.79451], [4.02510, -3.95896, -2.25258], [2.42813, -4.23460, -3.30665], [4.18044, -5.70061, -1.30844], [0.14874, -0.52838, -4.14260], [0.83249, 1.05473, -3.74786], [-0.95065, 0.72788, -3.58783], [-0.00095, -2.64532, -1.51473], [-1.51304, -1.79529, -1.98924], [-0.95927, -1.90642, -0.28107], [2.58921, 0.03557, -2.70642], [2.06471, -1.58827, -2.86172], [4.87853, 0.25533, -1.98133], [4.91235, -1.39703, -2.57813], [5.47555, -1.01120, -0.92592], [3.21717, 0.68905, 0.32678], [4.12857, -0.66852, 0.90080], [3.59296, -0.75885, 3.29308], [3.70313, -2.44321, 2.73456], [2.43524, -1.99428, 3.92585], [1.99205, 1.05006, 2.60801], [0.47127, 0.41279, 2.98782], [0.57605, 1.10375, 1.30942], [2.30026, -3.09775, -0.67838], [3.91299, -2.92484, 0.07172], [2.32545, -3.40921, -4.06302], [1.55287, -4.26637, -2.61965], [2.39191, -5.16166, -3.86926], [5.13212, -6.05349, -1.70347], [3.50421, -6.47450, -1.70532], [4.23746, -5.57824, -0.22714], [-5.80645, 2.57937, 2.99548], [-5.27088, 1.74572, 1.96260], [-6.83932, 2.45359, 3.05501], [-5.63742, 3.60418, 2.76847], [-5.04199, 2.24322, 1.06420], [-5.88615, 1.01534, 1.62043], [-3.36621, 4.85303, -0.05112], [-2.51277, 4.55385, -1.03408], [-3.00516, 4.13899, -2.26997], [-4.33913, 4.09635, -2.51951], [-2.11543, 3.99703, -3.36428], [-0.82703, 4.45448, -3.14745], [-0.33463, 4.65115, -1.86105], [1.03546, 4.50909, -1.72003], [-1.12646, 4.65893, -0.70267], [-0.70083, 4.62570, 0.63634], [-1.15479, 3.61576, 1.47866], [-1.71458, 2.75019, 1.97997], [0.47836, 5.32147, 1.04683], [1.37284, 5.95815, 1.43723], [0.13031, 4.46354, -4.07956], [-2.54540, 3.48975, -4.64547], [-2.15203, 4.09876, -5.82607], [-1.94305, 4.73188, -6.78946], [-3.02328, 2.17427, -4.73175], [-3.41971, 1.10973, -5.01598]],
  "e_above_lowest_kj_mol": 0.0,
  "charge": -1,
  "fmax_ev_per_a": 2.934,
  "orbital_gap_ev": [5.871, 4.004],
  "molar_mass_g_mol": 839.5,
  "e_lumo_ha": [0.027, -0.031]
}